Record 1
{"formula": "C25H48Cl3HgN4O3SSi", "method": "ωB97M-V with the def2-TZVPD basis set", "elements": ["C", "C", "H", "H", "H", "C", "C", "H", "H", "H", "H", "Hg", "Cl", "Cl", "H", "H", "C", "C", "N", "H", "C", "O", "H", "H", "H", "H", "H", "H", "C", "C", "N", "H", "C", "O", "H", "H", "H", "H", "O", "C", "C", "C", "H", "C", "H", "C", "H", "C", "C", "H", "H", "H", "Si", "Cl", "C", "C", "C", "H", "H", "H", "H", "H", "H", "H", "H", "H", "C", "N", "C", "C", "S", "N", "C", "C", "H", "H", "H", "H", "H", "H", "H", "H", "H", "H", "H", "H"], "positions_angstrom": [[-1.5430, -2.2876, -3.5924], [-1.0350, -3.2007, -2.5149], [-1.6330, -2.7998, -4.5572], [-0.8756, -1.4219, -3.7071], [-2.5406, -1.9059, -3.3174], [-0.5659, -4.4402, -2.7265], [-0.3881, -5.0941, -4.0720], [-0.3059, -5.0831, -1.8775], [-0.3555, -4.3696, -4.9026], [-1.1995, -5.8067, -4.2870], [0.5424, -5.6841, -4.0922], [-0.8945, 1.1265, -1.3027], [-2.7894, 0.7833, 0.0295], [0.8397, 1.2618, -2.8563], [1.2169, 5.2094, 3.1700], [-1.2309, 6.0989, 2.9208], [1.2182, 5.0523, 2.0827], [-1.0810, 5.9198, 1.8468], [-0.1501, 4.8240, 1.6379], [1.8387, 4.1876, 1.8353], [-0.5006, 3.7631, 0.8896], [0.3074, 2.9581, 0.3938], [-2.0457, 5.6570, 1.3972], [-1.6006, 3.6529, 0.7493], [1.6218, 5.9537, 1.6016], [-0.7062, 6.8398, 1.3749], [1.7349, -1.1676, -3.0408], [2.1625, -3.6525, -1.7525], [2.7606, -1.0216, -2.6626], [3.1080, -3.1415, -1.5081], [2.9224, -1.7097, -1.4069], [2.9326, 0.0506, -2.5435], [2.6229, -1.1041, -0.2225], [2.3418, 0.0795, -0.0687], [3.4960, -3.5227, -0.5585], [2.6497, -1.8139, 0.6305], [3.4606, -1.4558, -3.3919], [3.8247, -3.3526, -2.3150], [-0.0533, -1.5912, -1.0652], [-0.9926, -2.5284, -1.1086], [0.2866, -4.0874, 0.5234], [-0.9178, -3.5459, 0.0684], [1.2296, -3.7099, 0.1325], [0.2774, -5.1357, 1.4547], [-1.9703, -2.0012, -1.0298], [-2.1203, -3.9805, 0.6217], [1.2240, -5.5703, 1.7771], [-0.9332, -5.6129, 1.9646], [-2.1337, -5.0144, 1.5589], [-3.0467, -3.5241, 0.2664], [-0.9354, -6.4294, 2.6892], [-3.0809, -5.3659, 1.9664], [-0.5511, 4.0968, -4.4097], [-1.1551, 2.2129, -5.1135], [1.2840, 4.3298, -4.1283], [-1.6143, 4.4596, -2.9022], [-0.9603, 5.2105, -5.8690], [1.7565, 3.5647, -3.5049], [1.4772, 5.3120, -3.6738], [1.7835, 4.3374, -5.1060], [-0.2248, 5.0028, -6.6641], [-0.9207, 6.2824, -5.6057], [-1.9604, 4.9534, -6.2452], [-1.5006, 3.7446, -2.0746], [-2.6741, 4.4511, -3.1925], [-1.3919, 5.4669, -2.5019], [1.2001, 2.0263, 4.5880], [0.4503, 0.8193, 4.9109], [0.7231, 0.2789, 6.2469], [0.1893, -0.0728, 3.8895], [0.6994, 0.1446, 2.3059], [-0.5010, -1.1829, 4.2951], [-1.6018, -1.0719, 5.2471], [-0.5914, -2.2736, 3.3445], [1.1203, 2.7334, 5.4235], [0.7788, 2.4722, 3.6782], [2.2634, 1.7994, 4.3935], [-0.1603, 0.3743, 6.8879], [1.0090, -0.7792, 6.2125], [1.5266, 0.8595, 6.7175], [-2.5191, -1.4635, 4.8052], [-1.3729, -1.6764, 6.1285], [-1.7736, -0.0405, 5.5420], [-1.0414, -1.9545, 2.3931], [0.4256, -2.6090, 3.0945], [-1.1667, -3.0936, 3.7843]], "forces_ev_per_angstrom": [[0.1, 0.1, -0.1], [0.4, -0.7, 0.8], [0.0, 0.2, 0.1], [-0.1, -0.1, 0.1], [0.3, -0.1, 0.0], [-0.3, 0.2, -0.1], [0.0, -0.1, -0.3], [0.0, 0.4, -0.2], [0.0, -0.3, 0.3], [0.1, 0.1, 0.0], [-0.2, 0.2, 0.0], [0.7, -1.5, 0.4], [0.1, 0.4, -0.2], [-0.6, 0.6, 0.4], [0.0, 0.0, -0.2], [0.0, 0.1, -0.2], [-0.1, 0.0, -0.1], [-0.1, -0.3, 0.2], [0.0, 0.6, 0.3], [-0.2, 0.1, 0.0], [1.0, -1.5, -1.2], [-1.5, 1.2, 0.8], [0.2, 0.1, 0.1], [0.4, 0.1, 0.0], [0.0, -0.2, 0.1], [-0.1, -0.2, 0.1], [0.3, 0.0, 0.2], [0.2, 0.1, 0.0], [-0.2, -0.2, -0.4], [-0.3, 0.1, 0.1], [0.5, 0.1, 0.4], [0.1, -0.4, 0.1], [-0.6, 0.6, -0.3], [0.7, -1.0, -0.4], [0.0, -0.1, -0.1], [0.1, 0.1, -0.1], [0.0, 0.2, 0.2], [-0.1, 0.0, 0.3], [1.3, 1.2, -0.2], [-0.8, 0.1, 0.1], [-0.2, -0.3, 0.2], [-0.3, 0.2, -0.9], [-0.3, 0.0, 0.1], [-0.2, 0.4, -0.2], [-0.5, -0.6, 0.3], [0.2, -0.5, 0.1], [-0.2, 0.0, 0.0], [-0.1, 0.2, -0.1], [0.2, 0.0, 0.1], [0.2, -0.1, 0.1], [0.0, 0.2, -0.2], [0.2, 0.0, 0.0], [0.0, -0.1, 0.0], [0.0, 0.5, -0.2], [0.2, -0.1, 0.0], [-0.1, 0.3, 0.1], [-0.2, 0.1, 0.1], [-0.2, 0.2, -0.1], [-0.2, -0.1, 0.0], [-0.1, -0.1, 0.1], [-0.3, 0.1, 0.2], [0.0, -0.4, -0.2], [0.2, 0.2, 0.0], [0.1, 0.1, -0.3], [0.2, 0.0, 0.0], [0.0, -0.3, -0.2], [-0.1, 0.0, -0.2], [0.4, 0.0, 0.3], [-0.1, 0.3, 0.1], [0.1, 0.1, -0.6], [0.0, 0.0, 1.0], [-0.2, 0.3, -0.1], [0.2, -0.4, 0.0], [0.2, -0.2, -0.4], [0.0, -0.2, -0.1], [0.2, -0.1, 0.3], [-0.3, 0.1, 0.0], [0.2, -0.1, 0.1], [0.0, 0.2, -0.1], [-0.1, -0.2, -0.2], [0.0, 0.0, -0.1], [-0.2, 0.1, 0.2], [0.0, 0.0, -0.1], [0.0, -0.1, 0.3], [-0.4, 0.0, 0.1], [0.2, 0.1, 0.0]], "total_charge": -1, "e_above_lowest_ev": 0.957, "e_lumo_ha": 0.0840, "homo_ev": -3.74, "total_energy_ha": -3647.9431, "fmax_ha_per_bohr": 0.043, "homo_lumo_gap_ev": 6.023}


Record 2
{"formula": "C54H135N9", "method": "ωB97M-V with the def2-TZVPD basis set", "elements": ["C", "C", "N", "C", "C", "C", "C", "H", "H", "H", "H", "H", "H", "H", "H", "H", "H", "H", "H", "H", "H", "H", "C", "C", "N", "C", "C", "C", "C", "H", "H", "H", "H", "H", "H", "H", "H", "H", "H", "H", "H", "H", "H", "H", "C", "C", "N", "C", "C", "C", "C", "H", "H", "H", "H", "H", "H", "H", "H", "H", "H", "H", "H", "H", "H", "H", "C", "C", "N", "C", "C", "C", "C", "H", "H", "H", "H", "H", "H", "H", "H", "H", "H", "H", "H", "H", "H", "H", "C", "C", "N", "C", "C", "C", "C", "H", "H", "H", "H", "H", "H", "H", "H", "H", "H", "H", "H", "H", "H", "H", "C", "C", "N", "C", "C", "C", "C", "H", "H", "H", "H", "H", "H", "H", "H", "H", "H", "H", "H", "H", "H", "H", "C", "C", "N", "C", "C", "C", "C", "H", "H", "H", "H", "H", "H", "H", "H", "H", "H", "H", "H", "H", "H", "H", "C", "C", "N", "C", "C", "C", "C", "H", "H", "H", "H", "H", "H", "H", "H", "H", "H", "H", "H", "H", "H", "H", "C", "C", "N", "C", "C", "C", "C", "H", "H", "H", "H", "H", "H", "H", "H", "H", "H", "H", "H", "H", "H", "H"], "positions_angstrom": [[-4.3192, -0.0035, -2.7501], [-4.5428, 1.1005, -3.8284], [-3.5234, 2.1103, -3.7835], [-3.3463, 2.9490, -4.9799], [-2.7632, 2.0220, -6.1484], [-3.6839, 2.9065, -2.6210], [-4.9808, 3.6900, -2.3705], [-4.4572, 0.4532, -1.7700], [-3.3736, -0.5254, -2.8968], [-5.1295, -0.7273, -2.8373], [-4.4439, 0.4933, -4.7282], [-5.5575, 1.4826, -3.7165], [-4.3428, 3.1829, -5.3545], [-2.7126, 3.8188, -4.8066], [-1.8596, 1.5289, -5.7898], [-3.4635, 1.2301, -6.4138], [-2.4142, 2.4758, -7.0759], [-2.8948, 3.6504, -2.5116], [-3.4238, 2.3134, -1.7442], [-5.1378, 4.4757, -3.1096], [-4.8596, 4.0528, -1.3499], [-5.9099, 3.1205, -2.3935], [-0.9730, 6.1237, -1.0882], [-1.8847, 4.9870, -1.6866], [-1.4229, 3.5991, -1.5517], [-1.1619, 3.1490, -0.1681], [-2.4301, 2.6990, 0.5660], [-0.2653, 3.2810, -2.4638], [-0.7301, 3.0103, -3.8592], [-1.2448, 7.1364, -1.3858], [0.0697, 6.0390, -1.3943], [-1.0392, 6.0891, -0.0007], [-2.8613, 5.1111, -1.2186], [-1.9302, 5.1941, -2.7557], [-0.4072, 2.3662, -0.0920], [-0.7717, 3.9542, 0.4543], [-2.2839, 2.3942, 1.6023], [-3.1162, 3.5454, 0.5383], [-2.9815, 1.9043, 0.0635], [0.3106, 2.4188, -2.1273], [0.4982, 4.0570, -2.4097], [-1.7418, 2.6167, -3.9577], [-0.1279, 2.3008, -4.4269], [-0.7896, 3.9202, -4.4563], [-0.1269, 5.2658, 5.7488], [-0.5525, 3.9890, 5.0007], [0.4233, 3.5894, 3.9697], [1.6811, 3.2923, 4.6465], [1.7798, 2.0374, 5.5294], [-0.1508, 2.5633, 3.0530], [0.6512, 2.4755, 1.7095], [0.3350, 5.9931, 5.0812], [0.6936, 5.0208, 6.4233], [-0.9189, 5.6493, 6.3919], [-0.8001, 3.1323, 5.6275], [-1.4347, 4.3730, 4.4885], [2.3743, 3.2013, 3.8102], [2.1529, 4.1376, 5.1476], [2.7919, 1.8991, 5.9096], [1.2159, 2.2016, 6.4477], [1.4980, 1.0709, 5.1115], [-1.1521, 2.8983, 2.7822], [-0.1564, 1.6308, 3.6175], [1.7340, 2.4572, 1.8333], [0.4881, 3.3695, 1.1077], [0.4795, 1.6040, 1.0777], [3.2859, -1.0233, 5.6919], [3.0777, -1.2778, 4.1608], [2.9201, 0.0432, 3.4526], [4.2972, 0.6941, 3.3189], [4.2581, 2.2730, 3.2813], [2.2349, 0.0118, 2.1661], [0.6977, -0.1860, 2.4554], [2.4454, -0.5474, 6.1971], [4.1166, -0.3659, 5.9488], [3.3715, -1.9419, 6.2724], [3.9020, -1.7787, 3.6532], [2.1803, -1.8855, 4.0445], [4.7309, 0.3524, 2.3791], [4.9451, 0.2681, 4.0849], [4.1945, 2.8157, 4.2244], [3.5378, 2.7358, 2.6067], [5.2255, 2.5610, 2.8699], [2.3954, 0.9023, 1.5583], [2.5093, -0.8449, 1.5505], [0.1572, 0.2474, 1.6139], [0.4590, -1.2432, 2.5713], [0.4413, 0.3850, 3.3478], [2.9542, -2.9962, -1.6364], [4.3166, -3.5656, -1.3145], [4.4062, -3.7630, 0.1100], [4.4053, -2.5207, 0.8529], [5.5872, -1.5711, 0.5759], [5.4070, -4.7525, 0.6026], [5.1393, -6.1966, 0.1358], [2.6347, -3.2001, -2.6584], [2.9248, -1.9085, -1.5718], [2.1082, -3.4246, -1.0989], [4.1725, -4.5781, -1.6914], [5.1753, -3.3336, -1.9446], [3.4540, -2.0334, 0.6390], [4.2921, -2.6267, 1.9318], [6.5734, -1.9960, 0.7627], [5.5837, -1.1571, -0.4325], [5.5010, -0.7853, 1.3264], [5.4088, -4.8020, 1.6914], [6.4400, -4.4900, 0.3744], [4.1619, -6.4988, 0.5121], [5.9237, -6.8014, 0.5910], [5.2798, -6.3869, -0.9282], [1.4184, 1.3662, -4.3580], [2.6541, 0.5419, -4.6660], [2.3677, -0.8286, -5.1912], [1.5211, -1.7360, -4.4093], [2.1239, -1.9960, -2.9914], [1.9772, -0.8370, -6.6481], [2.8770, -0.2524, -7.6738], [1.1269, 1.3648, -3.3076], [0.6232, 1.1607, -5.0746], [1.8695, 2.3505, -4.4832], [3.3178, 1.0413, -5.3718], [3.2521, 0.5319, -3.7548], [0.5188, -1.3140, -4.3362], [1.4333, -2.7208, -4.8682], [3.1572, -2.3283, -3.0909], [2.0852, -1.1039, -2.3663], [1.4438, -2.6518, -2.4479], [1.0464, -0.3148, -6.8696], [1.8724, -1.8977, -6.8765], [2.5967, -0.5204, -8.6924], [3.8665, -0.6964, -7.5655], [3.0003, 0.8305, -7.6577], [-1.7354, -0.4215, -2.4107], [-0.9078, 0.4516, -1.4618], [-0.1186, -0.3218, -0.4534], [-0.9518, -1.0477, 0.4764], [-1.8801, -0.0847, 1.2042], [1.0262, -1.0477, -1.0728], [2.1263, -1.2518, -0.0315], [-1.3915, -1.3429, -2.8807], [-2.2436, 0.1384, -3.1958], [-2.5749, -0.7715, -1.8101], [-0.1831, 1.0096, -2.0546], [-1.4373, 1.2944, -1.0173], [-1.5394, -1.8458, 0.0227], [-0.3814, -1.6521, 1.1817], [-2.5942, 0.4324, 0.5633], [-2.3745, -0.6237, 2.0125], [-1.2214, 0.5625, 1.7832], [1.4858, -0.5006, -1.8960], [0.6124, -1.9587, -1.5051], [1.6478, -1.8225, 0.7644], [2.4551, -0.3206, 0.4297], [2.9332, -1.8253, -0.4878], [-5.9630, 0.8675, -0.3847], [-6.0387, -0.1916, 0.7069], [-5.4892, 0.3273, 2.0089], [-6.3939, 1.2282, 2.8207], [-7.6337, 0.4998, 3.2677], [-4.8580, -0.7123, 2.7525], [-3.5890, -1.2410, 2.1482], [-4.9959, 1.3425, -0.2197], [-6.6326, 1.7099, -0.2111], [-5.8918, 0.4535, -1.3905], [-7.0384, -0.6185, 0.7877], [-5.5482, -1.0745, 0.2970], [-6.5234, 2.1295, 2.2215], [-5.9105, 1.6131, 3.7186], [-7.3562, -0.3962, 3.8229], [-8.2515, 0.1912, 2.4244], [-8.1867, 0.9949, 4.0659], [-4.4954, -0.2616, 3.6764], [-5.5549, -1.5078, 3.0164], [-2.8552, -0.4629, 2.3584], [-3.2601, -2.1712, 2.6114], [-3.6794, -1.3490, 1.0673], [-0.8929, -3.7538, 0.2848], [0.0851, -4.1779, 1.4514], [1.3852, -4.5582, 0.9932], [1.3191, -5.8578, 0.2737], [0.9656, -7.1173, 1.1645], [2.3487, -4.5069, 2.1007], [2.7050, -3.0751, 2.5538], [-0.5228, -2.9024, -0.2865], [-1.9163, -3.6012, 0.6276], [-1.0101, -4.5856, -0.4098], [0.1471, -3.3039, 2.0997], [-0.4282, -4.9865, 1.9718], [0.6384, -5.9549, -0.5721], [2.2784, -6.1109, -0.1776], [1.0257, -8.0371, 0.5829], [1.7290, -7.2226, 1.9353], [0.0282, -6.8520, 1.6535], [3.2440, -5.0042, 1.7275], [2.0018, -5.0531, 2.9779], [3.7363, -2.9710, 2.8910], [2.0063, -2.8171, 3.3497], [2.5562, -2.3172, 1.7847]], "forces_ev_per_angstrom": [[-1.6, 0.5, -1.0], [0.3, -2.0, 0.0], [0.1, 0.5, -0.5], [-1.2, -2.3, -2.4], [0.5, 0.3, 1.0], [-0.5, 1.1, 1.2], [-0.3, -0.7, -0.2], [1.4, -0.6, -0.5], [-3.0, 0.4, -0.4], [-0.3, -0.1, -0.1], [-0.3, 0.6, -0.5], [-0.2, 0.2, -0.3], [-0.2, 0.9, 0.0], [-0.7, -0.2, 0.0], [0.0, -0.2, 0.3], [-0.1, 0.2, 0.0], [-0.5, 0.6, 0.1], [-1.1, -1.1, -1.3], [-0.6, -0.2, -0.2], [0.2, 0.4, 0.2], [-0.3, 0.5, -0.1], [0.0, -0.3, 0.1], [-0.1, -0.7, 0.1], [1.7, 1.3, 0.5], [3.0, -0.3, 1.1], [-0.9, 0.8, 0.0], [-0.9, 0.8, -0.6], [-0.3, 0.6, 0.8], [-0.6, 0.4, -1.3], [-0.5, -0.1, -0.2], [0.1, -0.3, 0.1], [0.2, 0.1, 0.1], [-0.1, -0.2, -0.2], [-0.4, 0.0, -0.1], [-0.6, 0.5, -1.0], [-0.2, 0.4, -0.4], [-0.1, 0.2, -0.5], [-0.2, 0.2, 0.3], [0.2, 0.4, 0.0], [-0.5, 0.6, 0.5], [0.0, 0.5, -0.3], [1.1, -0.3, 1.2], [-0.8, 1.3, 0.7], [0.4, 0.3, -0.1], [1.1, -1.2, 0.8], [-0.2, 1.3, -1.3], [-0.9, 1.1, 1.0], [1.1, -1.3, -2.1], [-0.3, 0.5, 0.9], [1.6, 1.1, 0.1], [1.1, 0.9, 0.9], [-0.6, 0.1, -0.2], [0.0, 0.0, 0.3], [-0.1, 0.2, -0.4], [-0.3, 0.1, 0.5], [-0.4, -0.8, -0.3], [-0.4, -0.3, 0.4], [-0.8, 0.3, 0.3], [0.2, 0.1, -0.3], [-0.4, -0.1, 0.1], [-0.1, 0.5, -0.3], [0.1, -0.1, 0.6], [-0.7, 0.5, -0.3], [-0.2, 0.2, 0.7], [0.5, -0.3, 1.0], [-0.3, 0.7, 0.3], [-0.1, -0.1, -0.2], [-0.1, 3.7, 1.8], [2.0, 1.0, 0.9], [-2.1, 0.4, -0.2], [1.5, -0.9, -0.2], [-0.9, -1.5, 3.2], [2.2, 0.3, -0.2], [-0.4, 0.1, -0.6], [0.3, -0.2, -0.2], [0.5, -0.3, -0.3], [0.2, 0.5, 1.3], [0.7, 2.0, 1.2], [0.0, 0.2, -0.1], [0.0, 0.5, 0.2], [-0.1, -0.6, 0.2], [0.0, -0.6, -0.1], [0.2, 0.1, -0.1], [0.3, -0.1, 0.5], [0.8, 1.4, 3.1], [0.9, -1.1, 0.9], [0.2, 0.2, 0.4], [0.4, -1.1, -0.3], [3.9, -6.3, 3.6], [-1.4, -3.1, 0.3], [1.7, -0.6, 1.6], [2.5, 0.8, -0.5], [-0.3, 0.0, 0.3], [-0.4, 0.1, -0.9], [0.6, 0.5, 0.4], [2.7, -5.6, 3.4], [1.4, -2.8, -0.8], [0.6, -0.3, 1.2], [0.1, -0.5, 0.0], [0.4, 1.4, 0.4], [2.6, -0.6, 0.5], [2.4, -0.2, -2.2], [0.0, -0.4, -0.1], [0.0, 0.2, 0.0], [0.1, 0.3, -0.5], [-0.4, 0.4, 0.2], [0.3, 0.2, -0.4], [0.1, -0.3, -0.3], [-0.2, -0.2, 0.3], [-0.5, 0.3, -0.1], [2.4, 0.0, -0.4], [-0.5, -1.9, 0.2], [0.9, 0.3, -1.6], [0.3, 1.5, 0.7], [-2.7, 6.1, -10.0], [-0.6, -0.3, 1.2], [2.1, 0.0, -0.3], [-0.1, -0.7, -0.5], [0.3, -0.1, 0.1], [-0.9, 0.6, -0.2], [-0.3, -0.1, -0.3], [0.2, -0.6, 0.2], [-0.7, -0.1, 0.1], [0.1, 0.1, -0.5], [-0.4, 3.5, -4.2], [2.3, -1.6, -3.7], [-0.9, 0.8, -2.0], [-0.9, -0.3, 0.6], [-0.3, 0.0, -0.1], [-0.5, 0.0, 0.1], [0.3, 0.2, 0.1], [-0.2, 0.0, 0.2], [0.2, 0.1, 1.3], [1.8, -1.3, -0.8], [0.5, 1.4, -0.9], [-1.7, 0.4, -0.5], [6.2, 1.8, -2.6], [-3.1, 2.0, 3.2], [-3.0, 1.3, -2.3], [1.1, 0.1, 0.2], [1.6, 0.6, 0.1], [0.9, -0.3, 0.6], [-0.1, -0.9, 0.2], [-0.6, -1.2, -0.2], [-0.7, 1.3, -0.4], [0.0, 0.6, -0.4], [0.2, -0.7, 0.6], [13.5, -2.4, -9.3], [-0.9, 1.0, -0.7], [-3.1, 2.6, 2.1], [0.0, 0.4, 0.5], [-0.3, -0.2, -0.7], [-0.4, -0.2, -3.0], [-1.6, 2.0, 2.1], [0.4, 0.6, 1.1], [-0.5, 0.6, 0.2], [-0.2, 0.5, -1.2], [0.8, -0.8, -0.9], [-0.4, -0.4, 0.5], [-0.5, -0.7, 1.3], [-6.1, -2.7, 2.5], [0.2, 0.1, -0.1], [-0.5, -0.3, -0.4], [-1.5, 0.4, 0.6], [-0.5, 0.3, 0.4], [0.9, 0.1, 0.6], [-0.6, -0.1, -0.2], [0.7, -0.4, -0.1], [0.3, -0.3, -0.4], [-0.3, 0.2, 0.3], [-0.4, 0.6, -0.5], [-0.5, 0.0, 0.5], [-0.4, -0.4, 0.2], [-13.1, 2.3, 9.0], [-0.1, -0.2, 0.0], [0.3, 0.0, 0.2], [1.1, -2.1, -0.1], [-1.9, 0.9, -1.3], [-0.3, -0.6, -0.6], [0.8, -1.7, 0.8], [0.8, 1.7, 0.0], [0.8, -0.1, -1.0], [-3.2, -3.0, 0.2], [0.1, -1.2, 0.2], [0.2, 0.4, 0.3], [0.2, -0.3, -0.1], [0.2, -0.2, 0.3], [-0.1, 0.0, 0.6], [-0.3, 1.1, 0.1], [0.3, 0.6, 0.1], [-0.7, 0.1, 0.0], [0.0, 0.0, 0.2], [-0.2, -1.0, -0.1], [-0.1, 0.0, 0.2], [-0.2, -0.3, 0.2], [-1.9, -1.7, 1.1], [0.0, -1.8, -1.3], [-0.2, -1.4, 1.4]], "e_above_lowest_ev": 40.824, "e_lumo_ha": 0.0224, "homo_ev": -6.95, "total_energy_ha": -2629.6228, "fmax_ha_per_bohr": 0.322, "homo_lumo_gap_ev": 7.557}